Computed, not measured: a structure of composition C23H48N3OSTi at a distorted geometry, with ωB97M-V/def2-TZVPD.

The geometry in ORCA input format:
```
! wB97M-V def2-TZVPD RIJCOSX def2/J DEFGRID3
* xyz 2 2
H -3.0207 1.5195 2.1913
H 0.0871 -1.1870 2.4509
H 0.0566 3.8516 -2.1645
H 2.5053 -1.0587 0.3336
H 0.5674 -0.6232 -5.4199
H -3.0428 -3.9088 -1.4566
H 0.4889 -2.1300 -4.5007
H -1.8075 -0.1496 -5.1806
C -0.1571 1.0815 -3.4022
C -2.0933 -3.5104 1.8529
H 0.0217 5.2496 -1.0234
C 1.1578 -3.5812 0.2024
H 1.6360 -0.8590 -4.0410
H -2.8129 0.2005 0.2798
C -3.6310 -2.1553 0.5123
N -2.0127 0.8012 0.4331
H -1.2962 4.0514 -0.9947
H -4.4348 -2.7416 0.9603
H 3.0472 0.9706 2.0476
H 3.1804 -4.2741 0.0014
H 0.7606 1.6561 2.3848
C -0.4468 -0.4182 -3.5257
H -2.0780 -1.6510 -4.2886
C -2.3708 -3.0343 0.4255
C 1.0049 0.6242 2.6274
C 2.2979 0.1892 1.9591
N -0.1110 -0.2358 2.1433
H -3.0119 -3.9250 2.2735
H 2.4491 4.6945 -0.4430
C 1.4122 -3.4151 1.7072
H 1.0952 0.5646 3.7095
H 0.8219 1.2616 -2.9536
H -2.1323 1.5827 -0.2007
H -0.1654 1.5418 -4.3935
H 2.7002 -0.6771 2.4727
C 0.6274 -1.0496 -4.4171
H -3.9963 -1.8291 -0.4646
H 1.4028 -5.7239 0.1109
H 2.4683 0.4960 -0.0927
H 3.0004 3.1176 0.1684
C 0.6415 -1.7617 -1.5455
H 0.4989 -3.3259 2.2880
S 0.6547 3.2465 0.0399
H -2.5735 -1.1674 -1.6443
C -1.5619 -1.4340 -1.3824
H 2.4099 3.2614 -1.5303
Ti -0.1105 -0.2747 -0.0156
H 1.6364 -1.7910 -1.9562
C 2.3020 3.6144 -0.5036
H -2.6136 -0.0990 -3.6167
H -3.4992 -1.2855 1.1595
H -1.4258 2.1823 1.9089
H -1.7861 -2.6913 2.5103
C 0.6178 -4.9924 -0.0926
C -2.7539 -4.2393 -0.4547
H -1.3434 -4.2903 1.9091
H -1.9369 -4.9522 -0.5584
C -0.4499 -1.1421 -2.1786
H -2.0723 -0.6857 2.7133
C -0.2300 4.1966 -1.1696
H 2.4551 -3.8411 -1.5422
C 0.2038 -2.5332 -0.4189
H -1.3188 0.5134 3.7496
C -1.2149 -2.3091 -0.3046
H 2.0450 -2.5470 1.9091
C -2.0192 1.2722 1.8476
H -3.6068 -4.7618 -0.0121
C -1.4225 0.1822 2.7168
H -0.9169 1.5805 -2.7945
N 2.0512 -0.1792 0.5342
H 1.9526 -4.2825 2.0915
H 3.0530 -2.5937 -0.4553
C 2.5300 -3.5520 -0.4920
H 0.3369 -5.0870 -1.1437
C -1.8195 -0.5940 -4.1835
O 0.4160 1.7851 -0.3454
H -0.2380 -5.2629 0.5165
*
```

Results
Total energy in a.u.: -2391.92833
ΔE to the lowest compared entry with this formula, charge and spin in eV: 0.305
Gap between HOMO and LUMO (spin up / spin down) in eV: 8.71 / 9.26
E_HOMO (spin up / spin down) in eV: -14.2 / -14.5
<S²>: 0.754

Computed, not measured: a cluster of 2 separate species, C9H14 in total at a distorted geometry, with ωB97M-V/def2-TZVPD.

The geometry in ORCA input format:
```
! wB97M-V def2-TZVPD RIJCOSX def2/J DEFGRID3
* xyz 0 1
H -2.0286 3.8449 -1.1482
H 0.6785 0.1066 2.8464
H -1.0553 -1.2161 2.0553
C -0.2485 -1.5517 0.0512
C -0.2637 -1.0014 1.3406
C 0.7639 -0.2259 1.8219
H -0.8315 1.0504 -0.9569
C 1.7756 0.1678 0.9581
H -1.3073 2.8058 -2.3835
C 0.5725 -0.8811 -0.8445
H -1.5234 -3.2519 0.4315
H 0.5533 -0.9517 -1.9249
H -0.1905 2.1757 0.2505
H -1.8197 1.9312 0.2870
H -0.3201 3.8609 -1.4511
H -0.6088 -3.3771 -1.0702
C 1.6163 -0.0075 -0.3986
C -1.1008 -2.6803 -0.4001
C -1.0103 1.9857 -0.4483
H -2.0686 -2.3587 -0.8231
H 2.2307 0.3376 -1.2169
H 2.6268 0.7378 1.3183
C -1.1797 3.2029 -1.3698
*
```

Results
Total energy in a.u.: -351.29471
ΔE to the lowest compared entry with this formula, charge and spin in eV: 0.966
Gap between HOMO and LUMO in eV: 9.96
E_HOMO in eV: -9.0

Computed, not measured: a cluster of 2 separate species, C16H38N3O3P in total, with ωB97M-V/def2-TZVPD.

The geometry in ORCA input format:
```
! wB97M-V def2-TZVPD RIJCOSX def2/J DEFGRID3
* xyz 0 1
H 4.3215 -0.4750 -0.4282
H -1.9279 3.2624 -1.9895
H -0.5916 -1.0290 0.0295
H -4.1059 -3.3747 0.2846
C -2.5354 -2.5256 -0.9351
C 4.2486 -0.9675 0.5427
C 2.0488 -2.0171 3.1483
H 1.6733 -0.8147 -0.5663
C 0.3394 -3.2749 1.7710
H -4.0298 -1.1642 -0.2287
O -0.0214 -3.6302 0.6589
H -0.7688 1.3656 -0.2321
C -0.2826 4.6946 1.3710
H -2.8307 0.7869 -0.4723
O -2.0992 3.4839 0.3941
C 1.5918 0.8798 0.7999
C -1.0013 1.2748 -3.3686
H 5.2567 -1.2554 0.8425
H 1.9439 -2.3416 1.0563
C 1.2750 0.2044 -0.5315
H 3.0556 -2.4135 3.2872
H -2.0424 1.4305 -3.0918
H 3.6490 -1.8706 0.4116
H -0.7848 -2.7075 3.5165
H -0.9315 4.5462 -2.6507
H -1.0415 5.1223 2.0173
C -2.9373 -1.2201 -0.2471
H 0.5702 4.3547 -0.9182
H 0.3325 4.0188 1.9635
H -1.5368 -2.7741 -0.5732
C -0.4496 -3.6147 3.0124
H 1.1875 0.2904 1.6255
H 0.1519 -4.2060 3.7037
C -0.4676 0.0207 -2.6812
H -4.1603 -3.9189 -1.3715
H 1.4445 -2.2943 4.0052
H -1.3188 -4.1940 2.7171
H 0.3330 5.5018 0.9775
C 3.0817 1.0584 1.0667
N -2.4206 -0.0269 -0.9149
H 1.7832 0.7593 -1.3283
H 1.1484 1.8786 0.7669
H -2.4501 -2.3977 -2.0127
C -3.4794 -3.6771 -0.5579
H -2.6289 -1.2660 0.8105
H 0.5441 -0.1990 -3.0175
C -0.9744 3.9330 0.2587
H 3.5912 1.4367 0.1742
H -1.1055 -0.8034 -3.0016
H 0.7978 2.3670 -2.7630
H -0.9965 1.0847 -4.4431
C -0.9020 3.5717 -2.1581
O 3.7085 -0.1231 1.5355
H -2.9309 -4.5583 -0.2357
P -0.6185 0.0960 -0.8378
N 1.4703 -2.5387 1.9243
H 3.2248 1.8074 1.8489
H -0.0880 3.0729 -4.0772
C -0.2136 2.5790 -3.1129
N -0.2112 3.7199 -0.8758
H 2.1114 -0.9289 3.1002
*
```

Results
Total energy in a.u.: -1363.71277
ΔE to the lowest compared entry with this formula, charge and spin in eV: 0.288
Gap between HOMO and LUMO in eV: 8.29
E_HOMO in eV: -7.7

> What is the ΔE to the lowest compared entry with this formula, charge and spin in the second record?

0.966 eV